C5H9N | ωB97M-V/def2-TZVPD

Results
SMILES: C=CCNC=C

Last column: Mulliken charge in e.
Positions of all 15 atoms, in Å:
1 C -1.2836 1.0383 2.2995  -0.80
2 C -0.5425 0.2179 1.5358  -0.01
3 N -0.6383 0.0736 0.1788  -0.31
4 C -0.1128 -1.0500 -0.5696  -0.40
5 C 1.6282 0.2817 -1.6965  -0.67
6 C 0.6546 -0.6134 -1.7943  -0.25
7 H -2.2871 1.3131 2.0088  0.28
8 H -0.8441 1.3797 3.2272  0.23
9 H 0.2615 -0.3761 1.9708  0.25
10 H -0.8766 0.8710 -0.3880  0.31
11 H 0.4583 -1.6953 0.1033  0.29
12 H -0.9424 -1.7064 -0.8635  0.26
13 H 2.2731 0.5750 -2.5132  0.28
14 H 1.7442 0.8637 -0.7879  0.24
15 H 0.5075 -1.1728 -2.7111  0.31

Force components x, y, z for each atom (eV/Å):
C 0.3400 -0.4777 -0.1445
C 0.2795 0.2725 0.1132
N -0.1174 -0.2650 -0.4306
C -1.1396 -0.1795 -0.0138
C -0.3314 0.5776 -0.1419
C 0.8951 -0.4583 0.4651
H 0.2066 0.6385 -0.2210
H -0.5064 -0.3496 0.2901
H 0.2459 0.2493 0.0389
H -0.2541 -0.0219 0.3009
H 0.3974 0.2539 -0.0149
H 0.0134 0.0688 -0.2016
H -0.1057 -0.1269 -0.1700
H 0.1307 -0.2002 0.1254
H -0.0541 0.0187 0.0045



C6H12O | ωB97M-V/def2-TZVPD

Results
SMILES: C=C/C(C)=C/C.O

Last column: Mulliken charge in e.
Positions of all 19 atoms, in Å:
1 C -0.5656 -2.4660 0.2812  -1.16
2 C -0.7360 -1.1236 -0.2889  1.02
3 C 0.5215 -0.5258 -0.6034  -0.24
4 C 1.7809 -1.2793 -0.9054  -1.19
5 C -2.0299 1.0025 -0.0760  -0.48
6 C -1.9432 -0.3229 -0.3245  -0.41
7 H -1.3956 -2.6145 1.0992  0.32
8 H -0.6988 -3.3297 -0.4833  0.24
9 H 0.3716 -2.6362 0.7933  0.33
10 H 0.6590 0.6281 -0.5297  0.04
11 H 2.6608 -0.5780 -1.4049  0.26
12 H 2.3178 -1.7972 -0.0935  0.32
13 H 1.6189 -2.0841 -1.5788  0.35
14 H -1.0243 1.4543 0.1351  0.08
15 H -2.9886 1.5297 -0.1991  0.28
16 H -2.7090 -0.7275 -0.9982  0.24
17 H 1.7074 4.5270 1.1483  0.32
18 H 0.7281 5.2463 2.0482  0.33
19 O 1.7250 5.0970 1.9803  -0.65

Force components x, y, z for each atom (eV/Å):
C -3.1432 -2.9968 0.3128
C 5.8353 2.5943 -0.4549
C -2.3840 1.0339 1.0211
C 2.7990 1.7141 -0.3164
C 1.0738 -1.1987 -0.0456
C -0.9260 1.3813 -1.2562
H 1.4044 0.0503 -1.5389
H 0.0912 1.2277 1.1917
H 0.2524 0.2109 -0.1036
H -0.5963 -2.1083 -0.8928
H -2.4740 -1.6211 1.2057
H -0.3778 0.4686 0.3580
H -0.3756 -0.6018 -0.9498
H -1.6102 0.2508 0.5142
H 0.9168 -0.0046 -0.0849
H -0.4843 -0.3997 1.0401
H 0.4958 1.0269 1.5658
H 1.9719 -0.0318 0.2551
O -2.4692 -0.9961 -1.8213



Sequential frontier orbital gap output: 0.32605, 0.32384 hartree
Sequential energy above the lowest of the compared OMol25 structures with the same formula, charge and spin output: 187.2, 330.5 kJ/mol
Sequential total energy output: -6819.0552, -8460.9281 eV